# 1
Entry from the Open Molecules 2025 dataset: one molecule with the formula H3OPS2 at a distorted geometry (ωB97M-V with the def2-TZVPD basis set).

Results
ΔE to the lowest compared entry with this formula, charge and spin, kcal/mol: 11.7
Frontier orbital gap, hartree: 0.347
HOMO level, eV: -9.23

```
! RIJCOSX wB97M-V def2-TZVPD def2/J DEFGRID3
* xyz 0 1
O -1.57 0.44 0.48
P -0.24 0.10 -0.36
S 1.54 -0.31 0.90
S -0.48 -1.41 -1.48
H -1.44 0.88 1.35
H 0.20 1.46 -0.84
H 1.99 -1.16 -0.04
*
```

***

# 2
Entry from the Open Molecules 2025 dataset: an isolated ion of composition C11H17BrN and charge +1 at a distorted geometry (ωB97M-V with the def2-TZVPD basis set).

Results
ΔE to the lowest compared entry with this formula, charge and spin, kcal/mol: 47.0
Frontier orbital gap, hartree: 0.280
HOMO level, eV: -12.62

```
! RIJCOSX wB97M-V def2-TZVPD def2/J DEFGRID3
* xyz 1 1
C 3.79 -1.10 0.25
C 3.11 -0.70 -0.92
C 3.08 -1.50 1.38
C 1.75 -0.57 -0.94
C 1.70 -1.34 1.41
C 1.05 -0.76 0.32
C -2.53 1.51 1.48
C -0.45 1.69 -0.49
C -1.39 -0.02 -1.84
C -2.44 0.62 0.26
C -0.33 -0.63 0.42
N -1.14 0.40 -0.40
Br -1.27 -2.78 -0.26
H 4.92 -1.02 0.28
H 3.70 -0.63 -1.86
H 3.67 -1.91 2.29
H 1.29 -0.45 -1.84
H 1.09 -1.88 2.07
H -3.07 1.00 2.27
H -1.53 1.79 1.94
H -2.99 2.45 1.18
H 0.20 1.74 -1.41
H -1.16 2.42 -0.22
H 0.18 1.98 0.26
H -2.47 -0.43 -1.87
H -1.31 0.76 -2.62
H -0.71 -0.80 -2.28
H -2.94 1.15 -0.64
H -3.07 -0.25 0.43
H -0.72 -0.69 1.36
*
```

***

# 3
Entry from the Open Molecules 2025 dataset: C2HCl2NS as an isolated structure at a distorted geometry (ωB97M-V with the def2-TZVPD basis set).

Results
ΔE to the lowest compared entry with this formula, charge and spin, kcal/mol: 38.6
Frontier orbital gap, hartree: 0.294
HOMO level, eV: -9.92

```
! RIJCOSX wB97M-V def2-TZVPD def2/J DEFGRID3
* xyz 0 1
C 0.46 0.85 0.56
C 0.23 0.14 -0.66
N 0.75 1.52 1.44
S -0.63 -1.80 0.53
Cl -1.00 0.77 -1.62
Cl 1.62 -0.48 -1.52
H -1.42 -1.00 1.28
*
```

***

# 4
Entry from the Open Molecules 2025 dataset: C3H4LaO4 as an isolated structure at a distorted geometry (ωB97M-V with the def2-TZVPD basis set).

Results
ΔE to the lowest compared entry with this formula, charge and spin, kcal/mol: 0.0
Frontier orbital gap (spin up / spin down), hartree: 0.196 / 0.352
HOMO level (spin up / spin down), eV: -14.84 / -19.19
<S²>: 0.757

```
! RIJCOSX wB97M-V def2-TZVPD def2/J DEFGRID3
* xyz 2 2
O -1.32 1.96 -3.46
C -0.65 1.12 -3.05
O 0.09 0.19 -3.03
O -0.40 0.11 -0.05
C -0.23 0.01 1.55
C 1.13 -0.53 1.81
O 1.60 -1.45 0.98
H -1.35 0.22 -0.21
H -1.03 -0.70 1.83
H -0.40 0.98 2.02
H 1.55 -0.45 2.82
La 1.03 -1.46 -1.22
*
```

***

# 5
Entry from the Open Molecules 2025 dataset: a 10-piece molecular cluster, C25H75N15O10 overall at a distorted geometry (ωB97M-V with the def2-TZVPD basis set).

Results
ΔE to the lowest compared entry with this formula, charge and spin, kcal/mol: 208.6
Frontier orbital gap, hartree: 0.334
HOMO level, eV: -9.03

```
! RIJCOSX wB97M-V def2-TZVPD def2/J DEFGRID3
* xyz 0 1
C 2.78 -1.92 5.49
O 1.63 -1.81 5.22
N 3.33 -2.69 6.37
N 3.76 -1.23 4.97
H 2.75 -3.39 6.80
H 4.32 -2.52 6.51
H 3.38 -0.55 4.33
H 4.63 -1.19 5.47
C -2.63 3.34 5.51
O -2.26 3.78 6.62
N -3.76 3.65 4.95
N -2.03 2.54 4.68
H -3.97 3.27 4.04
H -4.55 4.06 5.43
H -2.40 2.24 3.78
H -1.15 2.23 5.07
C -2.82 -2.02 -3.38
O -2.75 -0.89 -3.11
N -3.24 -2.86 -2.46
N -2.41 -2.70 -4.41
H -3.54 -2.39 -1.62
H -3.56 -3.81 -2.62
H -2.04 -2.20 -5.21
H -2.19 -3.68 -4.44
C 3.55 2.74 -5.54
O 2.59 1.99 -5.41
N 4.48 3.04 -4.70
N 3.60 3.46 -6.60
H 4.68 2.43 -3.93
H 5.19 3.67 -5.05
H 2.83 3.30 -7.23
H 4.40 4.06 -6.76
C 1.36 1.15 0.11
O 2.34 1.47 0.77
N 0.85 1.80 -0.88
N 0.82 -0.01 0.26
H 1.54 2.45 -1.23
H 0.05 1.50 -1.42
H 1.09 -0.51 1.10
H 0.00 -0.21 -0.29
C 3.03 -4.85 -2.12
C 3.16 -6.36 -2.07
C 2.03 -7.01 -1.31
O 2.30 -7.31 0.09
C 2.50 -6.15 0.88
N 3.27 -6.93 -3.40
H 2.16 -4.43 -2.62
H 3.76 -4.48 -2.84
H 3.31 -4.30 -1.21
H 4.08 -6.65 -1.57
H 1.76 -8.00 -1.69
H 1.04 -6.58 -1.47
H 1.72 -5.40 0.86
H 3.39 -5.72 0.42
H 2.55 -6.48 1.92
H 4.19 -6.79 -3.80
H 3.02 -7.91 -3.38
C -2.16 8.57 -4.82
C -1.29 7.46 -4.11
C -1.59 7.28 -2.66
O -1.42 8.53 -2.02
C -0.29 8.68 -1.03
N -1.46 6.14 -4.69
H -1.75 9.55 -4.57
H -3.19 8.55 -4.47
H -2.16 8.44 -5.91
H -0.24 7.75 -4.18
H -1.02 6.42 -2.31
H -2.58 6.92 -2.40
H 0.63 8.30 -1.46
H -0.68 8.05 -0.23
H -0.26 9.71 -0.67
H -0.93 5.44 -4.18
H -1.18 6.14 -5.66
C -7.53 2.65 -0.30
C -7.56 1.22 0.27
C -7.83 0.07 -0.74
O -9.21 -0.15 -1.14
C -9.32 -0.71 -2.46
N -6.21 1.23 0.67
H -6.65 2.89 -0.89
H -7.49 3.40 0.49
H -8.52 2.82 -0.74
H -8.30 1.14 1.07
H -7.60 -0.89 -0.28
H -7.09 0.15 -1.54
H -8.55 -0.33 -3.13
H -10.34 -0.66 -2.85
H -9.04 -1.74 -2.22
H -5.62 1.55 -0.09
H -5.92 0.29 0.88
C 8.81 2.33 2.48
C 8.99 1.62 1.09
C 9.13 0.07 1.16
O 10.28 -0.27 1.89
C 11.56 0.22 1.49
N 7.90 1.98 0.28
H 8.03 1.86 3.08
H 8.78 3.40 2.31
H 9.70 2.34 3.11
H 9.95 1.96 0.70
H 9.10 -0.23 0.11
H 8.23 -0.28 1.67
H 11.70 0.49 0.44
H 12.39 -0.37 1.87
H 11.80 1.17 1.97
H 7.97 2.95 0.03
H 7.07 1.86 0.83
C -5.12 -3.39 4.73
C -4.41 -4.33 3.75
C -5.38 -5.19 2.84
O -4.68 -5.99 1.93
C -3.62 -6.84 2.26
N -3.59 -3.37 2.97
H -4.44 -2.81 5.36
H -5.91 -3.96 5.21
H -5.78 -2.74 4.15
H -3.73 -5.02 4.25
H -6.08 -4.61 2.24
H -6.00 -5.81 3.49
H -2.82 -6.50 2.91
H -3.23 -7.36 1.39
H -4.07 -7.68 2.79
H -2.96 -2.79 3.51
H -3.16 -3.82 2.17
*
```